Entry 1:
2 unconnected molecules or ions with the total composition C4H11NO2. Source: the OMol25 dataset; level of theory: ωB97M-V/def2-TZVPD.

Cartesian coordinates (Å):
H: 2.84 0.48 1.35
O: -0.63 -3.06 -5.29
N: 2.04 1.06 1.24
C: 0.92 0.06 1.45
C: -0.46 0.91 1.29
O: -2.04 1.31 -0.56
H: -1.48 -3.00 -5.69
H: 1.76 -1.05 3.11
H: -0.50 1.75 2.07
H: -0.85 -3.40 -4.44
H: -1.26 0.27 1.91
C: 0.85 -0.58 2.81
H: 0.06 1.56 -0.60
H: 0.65 0.25 3.51
H: 2.05 1.49 0.25
C: -0.83 1.33 -0.03
H: 0.00 -1.44 2.89
H: 0.87 -0.71 0.60

* net charge: -1
* gap between HOMO and LUMO (spin up / spin down): 0.100 / 0.223 Eh
* calculated total energy: -364.14266 a.u.
* multiplicity: 2
* largest force on an atom: 4.589 eV/Å
* ΔE to the lowest compared entry with this formula, charge and spin: 252.01 kJ/mol
* LUMO energy (spin up / spin down): 3.119 / 3.107 eV
* E_HOMO (spin up / spin down): 0.40 / -2.96 eV

***

Entry 2:
A molecular structure, C30H31As2NO17P2RuS. Source: the OMol25 dataset; level of theory: ωB97M-V/def2-TZVPD.

Cartesian coordinates (Å):
H: -2.11 5.42 -3.37
O: -3.21 -4.13 1.05
H: 0.82 8.50 -2.88
C: 1.10 -1.87 4.82
C: 3.52 -0.73 -2.53
H: 0.22 2.29 2.40
H: 4.42 -4.63 0.16
C: -3.30 -0.73 1.89
C: -0.74 7.07 -3.19
H: 5.46 -3.34 0.82
C: -1.74 -4.47 5.91
O: 0.61 0.33 3.06
H: -0.91 1.61 3.60
C: 1.05 5.21 -2.15
H: -2.46 -5.24 5.65
P: -3.13 0.75 -1.37
C: 2.11 -1.95 -4.15
H: 1.27 -2.60 5.60
H: -0.61 -4.90 -0.25
O: -3.47 3.54 1.52
C: -1.39 -2.71 1.55
N: 1.36 0.87 -1.89
H: -2.40 -0.42 1.36
C: 1.33 -1.44 1.73
C: 2.53 1.04 -1.31
C: 0.91 -2.10 -4.78
O: -3.57 1.94 -0.38
H: 4.89 -3.27 -0.87
C: -0.16 -1.22 -4.47
O: -3.74 -2.03 1.46
As: -0.48 -2.36 -0.17
Ru: -0.11 1.87 -0.81
H: -4.18 1.05 -3.20
C: -0.03 -0.24 -3.54
H: 0.74 2.08 4.10
O: -2.86 4.36 -0.83
O: 3.62 2.36 0.31
C: 3.65 0.26 -1.61
P: -2.75 3.24 0.13
O: 0.59 0.59 0.84
H: 1.74 4.49 -1.74
C: 0.53 7.46 -2.79
H: -2.26 -3.62 6.36
H: -1.62 -4.12 -1.49
H: 2.41 6.84 -1.96
C: 1.20 -0.09 -2.86
H: 4.35 -1.38 -2.78
S: -0.81 3.17 -2.53
O: 1.52 2.90 -0.27
H: -0.85 0.42 -3.32
C: -0.22 4.81 -2.55
H: 1.93 -1.16 4.81
C: -1.12 5.74 -3.08
C: 2.42 -2.86 -0.14
O: 3.52 -2.81 0.63
H: 0.77 -2.89 -5.51
H: 4.57 0.48 -1.08
C: -2.86 -3.01 1.34
O: -1.62 0.60 -1.19
H: -4.11 -0.05 1.63
H: 0.18 -1.33 4.99
C: 2.29 -0.92 -3.18
C: 1.31 -2.13 0.47
H: -1.44 7.79 -3.59
C: 0.13 1.68 3.29
O: -3.96 -0.44 -1.15
O: -1.35 2.72 0.53
O: -1.03 -4.06 4.73
C: 4.64 -3.56 0.14
H: 0.16 -4.20 -1.72
C: -0.65 -4.11 -1.00
C: -0.82 -2.85 2.75
C: 1.42 6.53 -2.28
C: 0.82 -0.08 1.82
C: 2.61 2.17 -0.31
As: 1.12 -2.84 3.12
O: -3.34 1.36 -2.84
H: -1.00 -4.86 6.59
H: -1.11 -1.34 -4.99
H: -3.13 -0.74 2.97
O: -2.78 -2.76 4.15
H: -4.06 4.29 1.43
O: 2.38 -3.46 -1.19
H: 2.94 -2.60 -4.37
C: -1.68 -3.20 3.93

* net charge: 0
* gap between HOMO and LUMO (spin up / spin down): 0.268 / 0.237 Eh
* calculated total energy: -8143.20951 a.u.
* multiplicity: 5
* largest force on an atom: 1.114 eV/Å
* ΔE to the lowest compared entry with this formula, charge and spin: 0.00 kJ/mol
* LUMO energy (spin up / spin down): -0.874 / -2.418 eV
* E_HOMO (spin up / spin down): -8.17 / -8.87 eV

***

Entry 3:
A molecular structure, C25H27CoN3O5. Source: the OMol25 dataset; level of theory: ωB97M-V/def2-TZVPD.

Cartesian coordinates (Å):
H: -5.23 -2.23 -0.01
H: 4.18 -4.90 -0.49
C: -0.82 4.48 -1.96
C: 3.81 -1.86 1.81
C: -0.25 -0.14 0.07
H: -3.10 -3.43 2.74
C: -0.55 4.68 -3.45
C: 2.14 2.24 -1.20
H: -1.15 5.51 -3.84
C: -4.00 -0.95 2.11
C: -1.60 -0.46 0.32
H: -2.85 5.19 -2.12
O: 3.03 -3.23 -2.61
C: -0.93 -2.56 1.21
Co: 2.60 -0.32 -0.08
N: 3.53 -1.78 0.50
H: -4.66 -3.56 1.95
C: -2.33 4.30 -1.76
H: 4.50 -3.11 3.41
C: -3.61 -3.37 1.78
C: -4.19 -1.98 -0.18
C: 3.44 -0.56 2.48
C: 3.64 -2.83 -0.31
O: 3.53 -0.38 3.67
H: 1.17 -2.90 1.19
H: -3.76 -2.71 -0.86
C: 4.09 -4.05 0.16
O: 3.01 0.29 1.60
O: 4.88 -5.34 1.96
C: 0.24 1.07 -0.52
H: 1.90 4.16 -2.04
H: -3.45 -0.95 3.05
C: 3.11 -2.44 -1.69
C: 4.43 -4.15 1.52
H: 0.68 5.93 -1.36
N: 1.61 1.14 -0.66
H: -0.96 6.58 -1.45
O: 2.76 -1.20 -1.70
H: -3.96 0.05 1.69
H: 5.11 -5.30 2.90
H: -4.15 -1.00 -0.66
H: -0.50 5.54 -0.10
C: 4.28 -3.05 2.36
H: -1.12 -3.52 1.65
H: -3.23 -4.15 1.13
C: -1.97 -1.66 0.89
H: 3.22 2.26 -1.29
C: 1.39 3.31 -1.61
C: -0.37 5.71 -1.17
C: 0.37 -2.21 0.94
H: -2.58 4.17 -0.71
C: -3.42 -1.99 1.15
H: -0.81 3.79 -4.01
H: 0.50 4.91 -3.63
H: -5.04 -1.18 2.33
H: -2.70 3.45 -2.32
C: -0.02 3.28 -1.49
H: -2.36 0.26 0.06
H: -1.63 2.07 -0.81
C: -0.56 2.15 -0.93
N: 0.72 -1.06 0.40

* net charge: 0
* gap between HOMO and LUMO (spin up / spin down): 0.161 / 0.263 Eh
* calculated total energy: -2892.14697 a.u.
* multiplicity: 4
* largest force on an atom: 2.508 eV/Å
* ΔE to the lowest compared entry with this formula, charge and spin: 199.53 kJ/mol
* LUMO energy (spin up / spin down): -0.811 / -1.331 eV
* E_HOMO (spin up / spin down): -5.20 / -8.48 eV

***

Entry 4:
2 unconnected molecules or ions with the total composition CHFO2. Source: the OMol25 dataset; level of theory: ωB97M-V/def2-TZVPD.

Cartesian coordinates (Å):
F: -1.93 0.72 0.09
H: 0.83 0.95 -0.13
O: 1.38 -0.97 0.11
C: 0.50 -0.17 -0.05
O: -0.78 -0.53 -0.02

* net charge: 0
* gap between HOMO and LUMO (spin up / spin down): 0.309 / 0.302 Eh
* calculated total energy: -288.87386 a.u.
* largest force on an atom: 4.815 eV/Å
* ΔE to the lowest compared entry with this formula, charge and spin: 562.32 kJ/mol
* LUMO energy (spin up / spin down): -3.576 / -3.657 eV
* E_HOMO (spin up / spin down): -11.98 / -11.88 eV

***

Entry 5:
2 unconnected molecules or ions with the total composition C5H15NO. Source: the OMol25 dataset; level of theory: ωB97M-V/def2-TZVPD.

Cartesian coordinates (Å):
C: 0.59 -1.25 1.17
H: 0.25 -1.92 1.95
H: -2.56 -1.01 0.75
C: 0.85 1.19 1.77
H: 0.03 -1.10 -1.43
C: 0.75 0.62 -0.56
C: 0.05 -0.05 -1.76
H: -1.39 1.50 -1.98
H: 1.17 2.19 1.49
H: 0.76 0.04 -2.57
H: -1.87 0.02 -2.86
H: 1.81 0.32 -0.59
H: 1.79 0.64 1.97
H: -0.75 -0.84 0.74
O: -1.72 -1.42 0.52
C: -1.38 0.40 -1.97
H: 0.69 1.69 -0.79
H: 0.81 -1.86 0.30
N: 0.11 0.43 0.74
H: -1.98 0.22 -1.09
H: 0.35 1.14 2.73
H: 1.60 -0.94 1.46

* net charge: 0
* gap between HOMO and LUMO: 0.382 Eh
* calculated total energy: -329.34702 a.u.
* largest force on an atom: 5.861 eV/Å
* ΔE to the lowest compared entry with this formula, charge and spin: 421.61 kJ/mol
* LUMO energy: 0.924 eV
* E_HOMO: -9.46 eV

***

Entry 6:
A gas-phase ion, C3H6Cl2NO3P (charge -2). Source: the OMol25 dataset; level of theory: ωB97M-V/def2-TZVPD.

Cartesian coordinates (Å):
H: -2.25 0.16 -0.71
C: 0.37 -0.15 -0.45
O: 2.94 0.67 0.27
H: -1.94 1.83 -1.16
C: -1.96 1.02 -0.22
P: 2.03 -0.54 0.52
O: 2.52 -1.79 -0.12
H: -0.82 0.18 1.25
Cl: 0.26 2.14 0.81
H: -2.60 1.44 0.58
H: -0.21 -1.87 0.46
O: 1.45 -0.61 1.95
N: -0.24 -1.64 -0.53
Cl: 0.40 0.46 -2.09
H: 0.61 -2.00 -0.91
C: -0.56 0.70 0.36

* net charge: -2
* gap between HOMO and LUMO: 0.206 Eh
* calculated total energy: -1660.18353 a.u.
* largest force on an atom: 4.479 eV/Å
* ΔE to the lowest compared entry with this formula, charge and spin: 341.83 kJ/mol
* LUMO energy: 5.871 eV
* E_HOMO: 0.28 eV